*1*
ORCA calculation (ωB97M-V with the def2-TZVPD basis set) on one molecule with the formula C4H7NOS.

CARTESIAN COORDINATES (ANGSTROEM)
S -2.25001 1.02006 -1.72027
O 0.87765 -1.19047 -1.35351
N -0.36481 -0.87506 -1.87998
C -0.27185 0.85559 1.60784
C -1.06581 0.04039 -1.40501
C 0.49796 0.58009 0.34538
C 1.03970 -0.68066 0.07166
H 0.65484 -1.32980 0.82765
H 0.24369 1.61351 2.25250
H 2.12350 -0.77979 0.15309
H -1.40962 0.98732 1.42034
H 1.00052 1.40272 0.02610
H -0.31032 -0.07022 2.16516
H -0.76544 -1.57366 -2.51093

Calculated values
Frontier orbital gap (spin up / spin down) = 7.63 / 7.63 eV
LUMO (spin up / spin down) = 0.003 / 0.003 hartree
Highest occupied orbital energy (spin up / spin down) = -7.547 / -7.546 eV

=====

*2*
ORCA calculation (ωB97M-V with the def2-TZVPD basis set) on C4H7NOS as an isolated structure.

CARTESIAN COORDINATES (ANGSTROEM)
S 0.29354 1.06434 -2.29597
O -1.64457 -0.99755 1.65057
N -1.27560 0.02886 0.68877
C -0.16711 -0.32214 0.12966
C 0.25223 2.18646 -0.79115
C 0.60571 -1.65963 0.28132
C 0.63130 0.82830 -0.43721
H 0.83607 -1.78997 1.48218
H 1.58278 -1.78408 -0.24138
H 1.67202 0.40204 -0.19966
H 0.80022 3.21410 -0.88715
H -0.80735 2.41057 -0.68877
H 0.08173 -2.77641 0.04777
H -2.86098 -0.80489 1.26102

Calculated values
Frontier orbital gap = 9.15 eV
LUMO = 0.018 hartree
Highest occupied orbital energy = -8.664 eV

=====

Preferred: *1*; penalty for the next structure: 0.0181 hartree.

=====

*1*
ORCA calculation (ωB97M-V with the def2-TZVPD basis set) on a 5-piece molecular cluster, C8H24IO8 overall.

CARTESIAN COORDINATES (ANGSTROEM)
I -0.00440 -1.23573 0.77810
O -2.04123 1.78079 0.38021
O 0.79446 2.14330 6.31922
O -1.08977 -1.15300 -2.45608
O 2.37070 -3.29654 -0.75374
O -2.28671 4.36979 -0.94166
O 4.40856 -4.34356 -2.58386
O 0.85789 -0.14402 4.34259
O -3.84278 0.30825 -1.43487
C -1.09369 2.81200 0.42197
C 2.52399 -2.83835 -2.10211
C 1.74319 1.83481 5.29314
C 1.07951 1.24662 4.04621
C -3.26250 -0.07283 -2.67272
C -2.48866 -1.40484 -2.72538
C 3.04812 -4.02497 -2.88874
C -1.08971 3.63478 -0.85710
H 2.49032 1.16242 5.71901
H -2.67603 0.76142 -3.05901
H -1.42583 3.37541 1.30724
H -0.85369 -1.40795 -1.54632
H 1.73211 1.29075 3.17111
H 2.23054 2.78915 5.09037
H -0.12329 2.36354 0.66918
H 1.57140 -2.43815 -2.45538
H 0.60841 -0.59155 3.52292
H -2.50308 -1.79753 -3.74213
H 2.40545 -4.88580 -2.70630
H -0.23267 4.29090 -1.03020
H -1.10865 3.07482 -1.80288
H -4.09862 -0.26220 -3.35247
H 0.09851 1.65404 3.79591
H 0.32335 1.32032 6.49332
H 3.08936 -3.73025 -3.94202
H 4.49354 -5.26368 -2.33395
H -2.85030 -2.15641 -2.02408
H 1.71797 -2.69227 -0.35755
H -3.00875 3.85941 -1.30870
H -1.59344 0.98300 0.69623
H -3.17927 0.71679 -0.86054
H 3.26570 -2.03268 -2.10896

Calculated values
Frontier orbital gap = 8.36 eV
LUMO = 0.111 hartree
Highest occupied orbital energy = -5.325 eV
Charge = -1

=====

*2*
ORCA calculation (ωB97M-V with the def2-TZVPD basis set) on a 5-piece molecular cluster, C8H24IO8 overall.

CARTESIAN COORDINATES (ANGSTROEM)
I -0.61482 -1.29201 -1.35154
O 0.58190 0.68837 1.27389
O -5.14010 -3.05260 2.39727
O -3.30933 -1.03229 1.07819
O 5.34613 -3.24396 0.27481
O -1.42250 2.50685 3.88909
O 0.92113 4.50326 -2.73283
O 2.82925 -2.47448 -0.65630
O 0.99745 0.83151 -3.57237
C 5.13265 -1.87465 0.09803
C -4.25200 -1.85490 0.48151
C 3.91366 -1.55427 -0.92034
C 0.50916 3.27414 -3.24532
C -5.48084 -2.13802 1.34805
C -0.31677 1.93852 3.23231
C 1.05783 1.94793 -2.61108
C -0.60120 1.03562 1.94682
H -1.18076 0.16699 2.25937
H -2.45050 -1.14959 0.66557
H 0.82204 3.30070 -4.28911
H -1.95465 2.99658 3.25776
H -5.85831 -1.19371 1.74033
H -6.33668 -2.53781 0.80417
H 0.35819 2.72181 2.88737
H -0.57973 3.26786 -3.29427
H 4.45982 -3.60140 0.36593
H -3.88988 -2.79752 0.07109
H 1.87328 4.58472 -2.64127
H 4.17631 -1.75043 -1.95988
H 0.35770 0.16822 -3.30339
H -4.59683 -1.31738 -0.40181
H 0.42437 1.89461 -1.72565
H 2.08245 2.16299 -2.30774
H -4.22398 -2.86124 2.61106
H -1.25388 1.52362 1.22297
H 1.99728 -2.12172 -0.98031
H 6.11262 -1.56742 -0.26717
H 5.08717 -1.34708 1.05077
H 0.26060 1.45388 4.01962
H 0.46422 0.29896 0.40434
H 3.69768 -0.50471 -1.12003

Calculated values
Frontier orbital gap = 8.22 eV
LUMO = 0.103 hartree
Highest occupied orbital energy = -5.412 eV
Charge = -1

=====

Preferred: *1*; penalty for the next structure: 0.0350 hartree.

=====

*1*
ORCA calculation (ωB97M-V with the def2-TZVPD basis set) on one molecule with the formula C4H6FNS2.

CARTESIAN COORDINATES (ANGSTROEM)
S -2.87754 -0.35871 -0.13914
S 2.05154 -0.33552 -0.45079
F -1.28471 1.85839 0.15655
N -0.58110 -1.55805 0.40156
C 0.79199 0.91665 -0.15256
C 3.61111 -0.00857 0.35396
C -0.47343 0.76758 0.16577
C -1.26547 -0.45468 0.11424
H 0.40229 -1.38078 0.47699
H -0.85762 -2.61408 0.19381
H 1.26264 1.87361 -0.01900
H 4.08236 0.98077 0.20727
H 3.65404 -0.03375 1.46584
H 4.31722 -0.86326 0.00567

Calculated values
SMILES = CS/C=C(/F)C(N)=S
Frontier orbital gap = 8.10 eV
LUMO = -0.009 hartree
Highest occupied orbital energy = -8.345 eV

=====

*2*
ORCA calculation (ωB97M-V with the def2-TZVPD basis set) on one molecule with the formula C4H6FNS2.

CARTESIAN COORDINATES (ANGSTROEM)
S 0.76073 -2.17211 0.06823
S -2.50541 -1.45411 -0.13418
F 2.89256 -1.04451 -0.40824
N 0.08639 -0.58948 -0.14837
C -1.58429 1.08142 -0.10498
C 2.35607 0.15582 0.04165
C 1.04831 0.44463 -0.02150
C -1.23288 -0.30265 -0.12743
H 2.89423 1.01927 0.63536
H -2.63645 1.06299 0.00851
H -1.22290 1.89028 -0.90704
H 0.64120 1.53903 0.17378
H -0.37444 -2.99126 0.10883
H -1.12313 1.36067 0.81538

Calculated values
SMILES = CC(=S)N(S)/C=C\F
Frontier orbital gap = 8.47 eV
LUMO = 0.003 hartree
Highest occupied orbital energy = -8.404 eV

=====

Preferred: *1*; penalty for the next structure: 0.0616 hartree.

=====

*1*
ORCA calculation (ωB97M-V with the def2-TZVPD basis set) on a 2-piece molecular cluster, C4H14N3 overall.

CARTESIAN COORDINATES (ANGSTROEM)
N 1.86555 0.10475 -1.02874
N -0.70356 0.86948 0.49604
N 1.79810 0.60919 0.26269
C -1.66759 0.30478 -0.15110
C -1.38246 -0.69840 -1.05604
C 2.67774 -0.18130 1.16696
C -3.07349 0.44187 0.24751
H -3.81964 0.12330 -0.52751
H 2.71746 0.23196 -1.45846
H 0.35740 0.64844 0.52989
H -3.42624 1.33724 0.62397
H -2.02297 -1.53370 -0.87733
H 3.06923 -0.91914 0.53007
H 2.03914 -0.75444 1.79127
H 3.44446 0.37830 1.70386
H -0.31528 -1.05281 -1.20466
H 1.15988 0.37338 -1.60508
H -0.99405 1.64784 1.11624
H 1.86515 1.66167 0.40526
H -1.97093 -0.39685 -1.91137
H -3.06729 -0.20766 1.04024

Calculated values
Frontier orbital gap = 9.74 eV
LUMO = -0.125 hartree
Highest occupied orbital energy = -13.154 eV
Charge = +1

=====

*2*
ORCA calculation (ωB97M-V with the def2-TZVPD basis set) on a 2-piece molecular cluster, C4H14N3 overall.

CARTESIAN COORDINATES (ANGSTROEM)
N 1.81225 -1.54801 -1.21343
N 0.99756 0.45140 -0.37597
N 0.00932 -1.51736 0.22683
C -1.95694 2.85821 1.45252
C 0.91658 -0.88423 -0.50022
C -1.39770 3.15493 0.03294
C -0.08330 -2.96158 0.28688
H 0.18440 0.90792 -0.00078
H 2.59310 -1.13035 -1.59440
H -1.04113 -3.33538 0.57461
H -2.48322 1.90150 1.43378
H -1.11348 2.89302 2.12099
H 1.63809 -2.46037 -1.59475
H -2.77372 3.53863 1.67756
H -2.05552 3.76742 -0.55510
H 1.54284 0.98200 -1.02981
H -1.13146 2.23141 -0.48928
H -0.16748 -3.34447 -0.71852
H -0.43140 3.64774 0.10880
H -0.36284 -0.96146 0.96595
H 0.75241 -3.37270 0.83929

Calculated values
Frontier orbital gap = 11.79 eV
LUMO = -0.111 hartree
Highest occupied orbital energy = -14.823 eV
Charge = +1

=====

*3*
ORCA calculation (ωB97M-V with the def2-TZVPD basis set) on a 2-piece molecular cluster, C4H14N3 overall.

CARTESIAN COORDINATES (ANGSTROEM)
N 0.72714 0.18465 -0.89427
N -0.21038 -1.61117 0.18824
N 2.09475 -1.52983 -0.13687
C -1.18689 2.71031 -0.73849
C -0.68365 2.37511 0.66462
C -0.15561 -2.98936 0.69285
C 0.88288 -0.98500 -0.24797
H -1.18085 2.99332 1.39388
H 1.94378 -2.51391 0.03095
H -0.87784 2.17993 -1.65168
H -2.27765 2.56967 -0.81684
H -1.17154 -3.30970 0.91900
H 0.37063 2.50151 0.83331
H -0.91490 -1.06311 0.66572
H 1.27381 1.02858 -0.74193
H 2.92659 -1.24387 -0.62718
H -0.21757 0.51879 -1.06121
H -0.94045 1.32659 0.90095
H 0.31200 -3.70845 0.00996
H 0.34025 -3.18002 1.64923
H -1.05447 3.74594 -1.03229

Calculated values
Frontier orbital gap = 12.15 eV
LUMO = -0.109 hartree
Highest occupied orbital energy = -15.119 eV
Charge = +1

=====

Preferred: *2*; penalty for the next structure: 0.0057 hartree.